Record 1
{"formula": "C3H3BrCl2", "method": "ωB97M-V/def2-TZVPD", "elements": ["Cl", "C", "C", "C", "Cl", "Br", "H", "H", "H"], "coordinates": [[1.2299, -1.7068, 0.9858], [0.4579, -0.1571, 0.7637], [0.5487, 0.4825, -0.5643], [-0.8084, -0.0190, -0.2617], [-1.3709, -1.4660, -1.0153], [-2.2311, 1.0978, 0.3752], [0.5121, 0.2977, 1.7520], [0.6368, 1.4885, -0.7533], [1.0250, -0.0177, -1.2821]], "e_above_lowest_kj_mol": 50.8, "smiles": "Cl[C@H]1C[C@]1(Cl)Br", "multiplicity": 1, "max_force_ev_per_a": 4.004, "lumo_ev": 0.66, "e_homo_ev": -9.65, "energy_ev": -98245.4201}

Record 2
{"formula": "C5H10OS", "method": "ωB97M-V/def2-TZVPD", "elements": ["C", "S", "C", "C", "C", "C", "O", "H", "H", "H", "H", "H", "H", "H", "H", "H", "H"], "coordinates": [[0.7710, -0.3558, -2.4740], [-0.1988, 1.1487, -2.1185], [-0.0416, 1.3776, -0.3043], [-0.9367, 0.6117, 0.6603], [-0.5823, -0.8352, 1.1390], [0.4247, -0.8910, 2.2411], [0.9481, -1.9057, 2.5828], [1.1051, -0.2966, -3.5716], [1.6968, -0.5457, -1.8657], [0.1306, -1.1991, -2.2009], [-0.5293, 2.3281, -0.1644], [1.0103, 1.4680, 0.0440], [-1.9098, 0.6024, 0.1285], [-1.0260, 1.2179, 1.6209], [-1.4526, -1.4521, 1.4044], [-0.2537, -1.3970, 0.2293], [0.8442, 0.1238, 2.6491]], "e_above_lowest_kj_mol": 118.8, "smiles": "CSCCCC=O", "multiplicity": 1, "max_force_ev_per_a": 2.112, "lumo_ev": 0.83, "e_homo_ev": -8.84, "energy_ev": -18228.6678}

Record 3
{"formula": "C3H2CoO3", "method": "ωB97M-V/def2-TZVPD", "elements": ["O", "C", "C", "O", "O", "C", "Co", "H", "H"], "coordinates": [[-0.9629, 1.2548, 0.3712], [3.6351, 0.5742, 0.5912], [-1.5649, 0.0573, 0.1778], [2.6430, 1.0458, 0.2895], [0.3974, -0.8486, -0.7668], [-0.8826, -0.9930, -0.3397], [0.6950, 0.9360, -0.3725], [-2.6072, -0.0497, 0.5023], [-1.3529, -1.9768, -0.4530]], "e_above_lowest_kj_mol": 0.0, "charge": 1, "multiplicity": 5, "max_force_ev_per_a": 4.431, "lumo_ev": [-4.75, -6.84], "e_homo_ev": [-14.26, -16.24], "energy_ev": -46902.7363}

Look up the multiplicity of the second one. 1

Which formula does entry 1 have? C3H3BrCl2

Number 3 is which compound? C3H2CoO3

What is the multiplicity in the third record? 5